Record 1
Density functional theory data (wB97M-V/def2-TZVPD) for a cluster of 11 separate species, H22O11 in total in a non-equilibrium geometry.

SMILES string: O.O.O.O.O.O.O.O.O.O.O
Frontier orbital gap in eV: 10.2
HOMO in eV: -10.234
Energy relative to the best compared isomer or geometry (same formula, charge and spin) in kcal/mol: 8.5

```
33
Properties=species:S:1:pos:R:3:nbo_charge:R:1
O -1.927 -0.078 0.285 -0.97
H -2.597 0.231 0.907 0.50
H -1.764 -1.007 0.502 0.50
O 3.411 0.904 -0.687 -0.98
H 2.457 0.768 -0.543 0.49
H 3.619 1.715 -0.215 0.47
O -1.771 1.684 2.870 -1.00
H -2.468 1.373 3.454 0.48
H -1.103 0.955 2.852 0.51
O 0.602 -0.173 -3.144 -0.97
H 0.281 0.108 -4.006 0.49
H 0.863 0.636 -2.684 0.51
O 0.738 0.349 -0.280 -1.00
H 0.676 -0.508 -0.722 0.49
H -0.165 0.504 0.038 0.51
O -0.020 -0.439 2.973 -0.97
H 0.903 -0.172 3.056 0.49
H -0.052 -0.992 2.170 0.50
O 2.634 -2.243 0.291 -0.98
H 2.889 -1.314 0.195 0.49
H 2.076 -2.436 -0.479 0.50
O -2.483 1.792 -1.773 -0.99
H -2.044 1.036 -1.361 0.47
H -2.336 2.504 -1.123 0.49
O 1.163 -2.630 -2.212 -0.99
H 0.544 -3.325 -2.451 0.47
H 0.814 -1.805 -2.610 0.51
O 0.017 -2.186 0.656 -1.00
H -0.409 -3.051 0.608 0.48
H 0.922 -2.382 0.950 0.52
O -1.698 3.315 0.462 -0.98
H -2.035 4.154 0.790 0.48
H -1.735 2.717 1.230 0.50
```

Record 2
Density functional theory data (wB97M-V/def2-TZVPD) for a structure of composition C31H50AsN2O4PRuSSi3.

<S²>: 0.758
Frontier orbital gap (spin up / spin down) in eV: 6.0 / 5.8
HOMO (spin up / spin down) in eV: -3.603 / -3.601
Energy relative to the best compared isomer or geometry (same formula, charge and spin) in kcal/mol: 0.0
Total charge: -1
Spin multiplicity: 2

```
94
Properties=species:S:1:pos:R:3:lowdin_spin:R:1
Ru 1.510 -0.692 0.414 0.91
N 0.110 0.403 -0.648 -0.01
C 0.313 1.752 -1.121 0.00
C -0.782 2.607 -1.120 0.00
C -0.654 3.919 -1.543 0.00
C 0.584 4.372 -1.971 0.00
C 1.667 3.511 -1.969 0.00
C 1.564 2.178 -1.558 0.00
C 2.785 1.334 -1.526 0.02
C 3.808 1.632 -2.434 0.00
C 5.048 1.024 -2.361 0.02
C 5.293 0.116 -1.343 0.00
C 4.269 -0.221 -0.473 0.02
C 2.973 0.316 -0.568 0.00
H -0.785 0.363 -0.128 0.00
H -0.030 -0.212 -1.456 0.00
H -1.733 2.225 -0.762 0.00
H -1.513 4.578 -1.523 0.00
H 0.714 5.400 -2.285 0.00
H 2.636 3.895 -2.258 0.00
H 3.622 2.349 -3.224 0.00
H 5.818 1.271 -3.082 0.00
H 6.270 -0.342 -1.233 0.00
H 4.474 -0.934 0.315 0.00
O 1.253 -2.172 -3.077 0.00
C 1.921 -2.607 -2.161 0.00
N 1.444 -2.895 -0.903 0.01
S 2.596 -3.397 0.076 0.00
O 2.739 -2.383 1.150 0.01
O 2.480 -4.741 0.571 0.00
C 3.937 -3.302 -1.075 0.00
C 5.278 -3.591 -0.918 0.00
C 6.093 -3.416 -2.029 0.00
C 5.567 -2.970 -3.241 0.00
C 4.214 -2.695 -3.376 0.00
C 3.403 -2.872 -2.270 0.00
H 5.675 -3.932 0.029 0.00
H 7.153 -3.623 -1.951 0.00
H 6.230 -2.832 -4.086 0.00
H 3.788 -2.335 -4.303 0.00
C -1.968 -2.054 3.407 0.00
P -0.996 -2.677 2.035 0.00
C -0.007 -4.015 2.718 0.00
C -2.120 -3.421 0.852 0.00
O -0.149 -1.613 1.414 0.03
H -2.585 -2.857 3.815 0.00
H -2.611 -1.252 3.040 0.00
H -1.296 -1.672 4.176 0.00
H -0.635 -4.699 3.291 0.00
H 0.752 -3.578 3.369 0.00
H 0.504 -4.557 1.923 0.00
H -2.530 -4.358 1.231 0.00
H -1.537 -3.618 -0.050 0.00
H -2.925 -2.718 0.628 0.00
C 1.063 0.269 3.636 0.00
Si 2.068 0.792 2.115 -0.01
C 3.873 0.747 2.665 0.00
C 1.638 2.610 1.840 0.00
H 1.324 0.875 4.509 0.00
H 1.247 -0.781 3.878 0.00
H -0.004 0.387 3.434 0.00
H 3.971 1.303 3.603 0.00
H 4.535 1.198 1.925 0.00
H 4.213 -0.277 2.844 0.00
H 1.878 3.171 2.750 0.00
H 0.569 2.736 1.644 0.00
H 2.183 3.058 1.009 0.00
C -5.691 -0.833 -1.622 0.00
Si -4.067 0.126 -1.471 0.00
C -4.357 1.750 -2.402 0.00
C -2.790 -0.803 -2.512 0.00
As -3.284 0.267 0.688 0.00
Si -4.479 2.100 1.384 0.00
C -4.270 2.243 3.257 0.00
C -3.891 3.762 0.689 0.00
C -6.343 2.019 1.065 0.00
H -6.021 -0.917 -2.662 0.00
H -6.476 -0.336 -1.047 0.00
H -5.576 -1.840 -1.212 0.00
H -4.680 1.534 -3.426 0.00
H -3.439 2.341 -2.458 0.00
H -5.126 2.366 -1.932 0.00
H -3.209 -1.123 -3.471 0.00
H -2.406 -1.691 -2.003 0.00
H -1.940 -0.152 -2.734 0.00
H -3.211 2.319 3.516 0.00
H -4.674 1.359 3.757 0.00
H -4.782 3.126 3.653 0.00
H -2.843 3.928 0.953 0.00
H -4.480 4.589 1.099 0.00
H -3.971 3.794 -0.399 0.00
H -6.762 1.129 1.540 0.00
H -6.567 1.960 -0.002 0.00
H -6.852 2.900 1.470 0.00
```

Record 3
Density functional theory data (wB97M-V/def2-TZVPD) for a structure of composition C28H43AsLaN6O6PS2 in a non-equilibrium geometry.

Frontier orbital gap in eV: 7.7
HOMO in eV: -7.473
Energy relative to the best compared isomer or geometry (same formula, charge and spin) in kcal/mol: 0.0

```
88
Properties=species:S:1:pos:R:3:mulliken_charge:R:1
La 0.983 -0.446 -0.318 1.14
O 1.814 -0.196 -2.910 -0.56
As 3.487 -0.433 -2.139 0.10
O 3.260 1.063 -0.991 -0.59
O 3.016 -1.481 -0.962 -0.31
C 3.305 2.357 -1.353 0.20
C 4.266 2.890 -2.208 -0.61
C 4.240 4.243 -2.508 -0.51
C 3.276 5.081 -1.962 -0.70
C 2.320 4.559 -1.105 -0.64
C 2.347 3.210 -0.802 0.05
S 0.966 2.453 0.015 1.92
O 1.390 1.454 1.023 -0.75
O 0.173 3.515 0.571 -0.64
O 0.317 1.720 -1.101 -0.51
H 1.844 0.084 -3.828 0.23
H 5.016 2.229 -2.625 0.43
H 4.988 4.647 -3.178 0.39
H 3.261 6.130 -2.222 0.41
H 1.539 5.172 -0.673 0.53
N -2.483 2.244 1.535 -0.38
C -2.401 1.710 0.301 -0.20
S -2.124 0.063 0.081 -0.24
N -2.678 2.486 -0.767 -0.07
C -2.900 3.883 -0.805 0.25
C -2.242 4.636 -1.772 -0.41
C -2.468 5.997 -1.865 -0.70
C -3.358 6.620 -1.001 -0.42
C -4.024 5.867 -0.047 -0.63
C -3.804 4.501 0.053 -0.04
H -2.139 1.641 2.263 0.30
H -2.218 3.217 1.619 0.27
H -2.383 2.067 -1.634 0.28
H -1.534 4.144 -2.430 0.31
H -1.942 6.579 -2.612 0.37
H -3.535 7.685 -1.076 0.39
H -4.729 6.344 0.622 0.38
H -4.345 3.911 0.780 0.51
N -0.073 -2.280 0.195 -0.36
P 0.041 -3.814 0.175 -0.60
N -1.384 -4.565 0.646 0.91
C -1.587 -5.723 1.505 -0.42
C -2.970 -5.644 2.142 -1.00
C -4.056 -5.760 1.063 -0.64
C -3.616 -5.055 -0.236 -0.70
C -2.598 -3.965 0.076 -0.60
N 0.436 -4.488 -1.310 1.07
C 0.729 -3.637 -2.463 -0.08
C 1.270 -4.481 -3.609 -1.14
C 0.224 -5.508 -4.061 -0.74
C -0.495 -6.137 -2.849 -0.63
C 0.309 -5.911 -1.572 -0.68
N 1.148 -4.571 1.238 -0.04
C 1.083 -3.972 2.588 -1.09
C 2.192 -2.946 2.807 0.06
C 3.563 -3.636 2.761 -0.73
C 3.517 -4.861 1.832 -1.12
C 2.524 -4.638 0.699 0.17
H -0.809 -5.754 2.267 0.27
H -1.524 -6.667 0.939 0.24
H -3.058 -4.689 2.664 0.30
H -3.087 -6.436 2.883 0.43
H -4.985 -5.320 1.433 0.27
H -4.256 -6.814 0.856 0.37
H -4.476 -4.624 -0.750 0.49
H -3.154 -5.777 -0.914 0.06
H -3.039 -3.229 0.760 0.29
H -2.318 -3.416 -0.825 0.43
H 1.466 -2.885 -2.182 0.14
H -0.174 -3.107 -2.802 0.07
H 2.179 -4.988 -3.276 0.33
H 1.549 -3.828 -4.439 0.43
H 0.709 -6.280 -4.663 0.28
H -0.508 -5.013 -4.702 0.38
H -0.655 -7.206 -3.003 0.49
H -1.474 -5.671 -2.715 0.09
H 1.293 -6.387 -1.675 0.37
H -0.182 -6.373 -0.715 0.31
H 1.169 -4.761 3.345 0.46
H 0.108 -3.495 2.700 0.61
H 2.049 -2.430 3.758 0.51
H 2.118 -2.200 2.012 -0.46
H 3.852 -3.950 3.766 0.30
H 4.318 -2.931 2.407 0.34
H 3.216 -5.749 2.393 0.38
H 4.503 -5.061 1.411 0.45
H 2.576 -5.468 -0.007 0.13
H 2.799 -3.722 0.160 0.05
```

Record 4
Density functional theory data (wB97M-V/def2-TZVPD) for a structure of composition C7H8LuN2O5 in a non-equilibrium geometry.

Frontier orbital gap in eV: 5.2
HOMO in eV: -19.574
Energy relative to the best compared isomer or geometry (same formula, charge and spin) in kcal/mol: 14.8
Total charge: +3

```
23
Properties=species:S:1:pos:R:3:nbo_charge:R:1
Lu -0.001 0.266 -0.026 1.88
C -0.002 2.306 0.974 0.39
O -0.006 3.465 1.082 -0.22
C -0.005 2.095 -1.647 0.39
O -0.011 3.007 -2.351 -0.24
C -2.119 1.212 -0.430 0.40
O -3.110 1.751 -0.713 -0.20
C 2.114 1.216 -0.436 0.40
O 3.103 1.760 -0.716 -0.20
C 0.006 -2.443 -3.103 -0.38
H 0.943 -2.834 -2.702 0.22
H -0.930 -2.838 -2.703 0.22
C 0.004 -1.405 -3.950 -0.36
H -0.948 -0.959 -4.276 0.22
H 0.954 -0.955 -4.275 0.22
N 1.194 -0.615 3.351 -0.76
C 0.004 -0.821 2.767 0.78
N -1.195 -0.616 3.345 -0.76
O 0.000 -1.188 1.526 -0.83
H 1.268 -0.304 4.319 0.46
H 2.032 -0.898 2.825 0.45
H -2.028 -0.896 2.825 0.45
H -1.268 -0.306 4.316 0.46
```

Record 5
Density functional theory data (wB97M-V/def2-TZVPD) for a structure of composition C32H31BrN9O4Pb.

Frontier orbital gap in eV: 7.0
HOMO in eV: -9.888
Energy relative to the best compared isomer or geometry (same formula, charge and spin) in kcal/mol: 6.2
Total charge: +1

```
78
Properties=species:S:1:pos:R:3:mulliken_charge:R:1
Pb 0.339 0.014 -0.614 2.07
Br 4.412 6.172 -2.741 -0.19
C 3.673 4.454 -2.482 -0.36
C 3.453 3.616 -3.587 -0.39
C 2.921 2.366 -3.417 -0.36
C 2.534 1.875 -2.141 0.22
O 2.004 0.698 -2.052 -1.00
C 2.794 2.732 -1.032 0.14
C 2.652 2.291 0.329 -0.32
N 1.945 1.292 0.724 0.48
C 2.038 0.840 2.057 -0.45
C 2.060 1.648 3.159 0.06
C 2.205 1.097 4.454 -1.12
C 2.336 -0.249 4.629 -0.91
C 2.308 -1.115 3.506 1.09
C 2.486 -2.515 3.602 -0.71
C 2.475 -3.276 2.472 -0.85
C 2.232 -2.643 1.235 -0.64
N 2.050 -1.354 1.101 -0.44
C 2.125 -0.576 2.220 0.45
C 3.380 4.002 -1.229 -0.71
H 3.719 3.963 -4.577 0.46
H 2.775 1.705 -4.262 0.46
H 3.251 2.831 1.069 0.53
H 1.980 2.722 3.038 0.54
H 2.230 1.760 5.309 0.44
H 2.469 -0.670 5.617 0.45
H 2.644 -2.964 4.575 0.46
H 2.630 -4.345 2.510 0.46
H 2.174 -3.235 0.327 0.61
H 3.595 4.622 -0.366 0.50
N -1.535 3.426 2.428 0.10
C -1.254 2.134 2.251 -0.72
N -1.010 1.905 0.976 0.42
C -1.161 3.137 0.409 0.20
N -1.483 4.087 1.256 -0.77
C -0.969 3.381 -1.029 0.04
C -1.235 4.621 -1.599 -0.48
N -1.064 4.839 -2.896 -0.58
C -0.624 3.815 -3.619 -0.57
C -0.354 2.577 -3.055 -0.67
N -0.529 2.360 -1.758 0.88
H -1.770 3.916 3.277 0.20
H -1.230 1.409 3.049 0.56
H -1.591 5.441 -0.989 0.52
H -0.472 3.981 -4.678 0.42
H 0.027 1.753 -3.645 0.46
C -3.599 0.207 -1.525 -0.84
O -2.383 -0.248 -2.083 0.15
C -2.559 -1.402 -2.884 -0.53
C -1.257 -1.692 -3.588 -0.73
O -0.233 -2.135 -2.709 -0.22
C -0.314 -3.513 -2.405 -0.69
H -4.301 0.506 -2.310 0.34
H -3.372 1.070 -0.902 0.09
H -4.068 -0.568 -0.910 0.33
H -3.349 -1.237 -3.627 0.39
H -2.864 -2.248 -2.253 0.31
H -0.885 -0.771 -4.041 0.19
H -1.413 -2.425 -4.387 0.48
H -0.327 -4.115 -3.318 0.39
H -1.206 -3.750 -1.813 0.28
H 0.577 -3.771 -1.834 0.11
N -0.960 -5.930 1.114 -0.28
C -1.786 -5.386 2.047 0.31
O -2.247 -6.022 2.969 -0.61
C -2.085 -3.919 1.904 0.27
C -3.242 -3.425 2.491 -0.57
C -3.518 -2.074 2.383 -1.02
C -2.610 -1.264 1.717 -0.45
N -1.480 -1.718 1.174 0.54
C -1.240 -3.025 1.265 -0.33
H -0.779 -6.918 1.179 0.23
H -0.726 -5.452 0.264 0.16
H -3.895 -4.106 3.021 0.51
H -4.415 -1.649 2.812 0.49
H -2.791 -0.200 1.613 0.46
H -0.305 -3.362 0.829 0.25
```

Record 6
Density functional theory data (wB97M-V/def2-TZVPD) for a structure of composition C23H52P4SeW in a non-equilibrium geometry.

<S²>: 2.045
Frontier orbital gap (spin up / spin down) in eV: 3.5 / 4.2
HOMO (spin up / spin down) in eV: -19.178 / -19.165
Total charge: +4
Spin multiplicity: 3

```
81
Properties=species:S:1:pos:R:3:lowdin_spin:R:1
W -0.222 0.078 0.159 1.66
P 0.284 2.220 1.579 0.02
P -2.539 0.923 0.046 0.01
P 2.201 0.179 -0.509 -0.02
H -2.179 -1.967 -2.273 0.00
C -1.086 -2.008 -2.202 0.13
C -0.368 -1.609 -1.048 0.02
H -1.040 -1.585 -0.064 0.00
C 0.283 3.852 0.742 0.01
C -0.906 2.513 2.936 0.01
C 1.856 2.387 2.517 0.00
C -3.427 -0.057 -1.216 0.01
C -3.618 0.770 1.524 0.01
C -2.965 2.644 -0.460 0.00
C 2.592 -0.822 -1.996 0.00
C 3.430 -0.436 0.721 0.00
C 2.972 1.771 -0.980 0.00
H -0.543 -2.574 -2.964 0.01
H 0.560 -2.194 -0.937 0.00
H 0.473 4.604 1.519 0.00
H -0.678 4.075 0.268 0.00
H 1.081 3.918 -0.006 0.00
H -0.485 3.291 3.586 0.00
H -1.059 1.618 3.548 0.00
H -1.871 2.878 2.568 0.00
H 1.802 3.354 3.035 0.00
H 2.742 2.388 1.873 0.00
H 1.962 1.615 3.287 0.00
H -4.475 0.271 -1.245 0.00
H -3.408 -1.129 -0.987 0.00
H -2.986 0.088 -2.209 0.00
H -4.426 1.513 1.459 0.00
H -3.067 0.977 2.450 0.00
H -4.071 -0.227 1.593 0.00
H -4.060 2.710 -0.524 0.00
H -2.552 2.878 -1.446 0.00
H -2.611 3.392 0.256 0.00
H 3.667 -0.710 -2.192 0.00
H 2.009 -0.495 -2.867 0.00
H 2.382 -1.880 -1.816 0.00
H 4.412 -0.462 0.226 0.00
H 3.178 -1.445 1.076 0.00
H 3.507 0.232 1.588 0.00
H 4.027 1.567 -1.216 0.00
H 2.916 2.517 -0.180 0.00
H 2.479 2.176 -1.872 0.00
C 0.417 1.169 -4.221 0.00
C 0.088 -0.073 -4.776 0.00
C 0.462 -0.346 -6.098 0.00
C 1.153 0.617 -6.849 0.00
C 1.470 1.874 -6.277 0.00
C 1.099 2.135 -4.954 0.00
Se -0.204 1.772 -2.393 0.03
H -0.355 0.301 -2.263 0.00
H -0.460 -0.812 -4.178 0.00
H 0.208 -1.312 -6.543 0.00
H 1.439 0.408 -7.879 0.00
H 1.983 2.640 -6.845 0.00
H 1.324 3.110 -4.499 0.00
C -2.676 -2.739 1.800 0.00
C -1.739 -1.981 2.739 0.01
P -0.148 -1.446 2.009 0.04
C 0.870 -0.844 3.396 0.02
C 1.102 -1.847 4.524 0.00
C 0.630 -3.047 1.460 0.01
C 0.538 -4.271 2.375 0.00
H -2.172 -3.271 0.987 0.00
H -3.240 -3.483 2.372 0.00
H -3.433 -2.076 1.353 0.00
H -2.225 -1.062 3.119 0.00
H -1.476 -2.584 3.613 0.00
H 1.837 -0.520 2.982 0.00
H 0.366 0.061 3.774 0.00
H 1.736 -2.686 4.217 0.00
H 1.644 -1.318 5.320 0.00
H 0.162 -2.214 4.958 0.00
H 0.140 -3.337 0.524 0.00
H 1.681 -2.823 1.199 0.00
H -0.480 -4.464 2.725 0.00
H 0.837 -5.135 1.769 0.00
H 1.245 -4.196 3.215 0.00
```

- What is the formula in the fourth record?
  C7H8LuN2O5